Entry from the Open Molecules 2025 dataset: a structure of composition C29H77F3MnN7O10S in a non-equilibrium geometry (ωB97M-V/def2-TZVPD).

The energy relative to the best compared isomer or geometry (same formula, charge and spin) comes out at 626.86 kJ/mol. The total energy is -4135.19316 a.u. The expectation value of S² is 8.7534. The value obtained for the frontier orbital gap (alpha / beta) is 7.10 / 6.49 eV.

Structure (ORCA input):
```
! wB97M-V def2-TZVPD RIJCOSX def2/J DEFGRID3
* xyz 1 6
Mn 2.68997 0.45669 1.36398
C -1.75526 -1.27892 0.67781
F -2.95071 -1.08428 0.16485
F -1.90438 -1.56766 1.99048
F -1.13427 -2.33607 0.11092
S -0.68666 0.27461 0.34469
O -1.02024 0.79244 -0.97334
O -0.96368 1.13205 1.49968
O 0.71934 -0.13977 0.46674
C 0.94798 1.67733 4.95949
C 1.75818 0.93840 3.86259
C 1.29422 -0.45071 3.69597
O 2.05168 -1.10656 2.64777
C 1.54730 -2.43937 2.43823
N 1.47539 1.63221 2.64570
H -0.06860 1.80657 4.58805
H 1.26170 2.69441 5.19451
H 0.91360 1.06567 5.86104
H 2.79393 1.02115 4.19193
H 0.27831 -0.61255 3.33564
H 1.50961 -1.01767 4.60165
H 1.45586 -3.06019 3.32947
H 2.21200 -3.04213 1.81940
H 0.54823 -2.48967 2.00529
H 1.64297 2.62118 2.76381
H 0.49013 1.63179 2.42352
C -5.58027 2.65044 3.20284
C -4.24946 2.48035 2.44622
C -3.52632 3.85408 2.35429
O -4.10060 4.65623 1.25093
C -3.78359 5.96778 1.18057
N -3.42800 1.48214 3.10092
H -6.33370 3.20032 2.63886
H -5.56894 3.36918 4.02222
H -6.12084 1.75482 3.50902
H -4.41524 2.24152 1.39571
H -2.46861 3.74771 2.11337
H -3.60992 4.39370 3.29764
H -2.87292 6.11011 0.59875
H -3.87440 6.58784 2.07241
H -4.54937 6.48146 0.59935
H -2.59770 1.45517 2.52649
H -3.79656 0.54281 3.05717
C 4.11030 -0.47533 -2.58831
C 3.69301 0.20920 -1.24260
C 2.59018 1.29960 -1.37814
O 2.47572 2.08545 -0.17310
C 3.21406 3.29275 -0.16145
N 3.32630 -0.88541 -0.39182
H 3.26615 -0.67301 -3.24894
H 4.50311 -1.48476 -2.46637
H 4.81383 0.10621 -3.18409
H 4.55014 0.69992 -0.78151
H 1.64488 0.93905 -1.78375
H 2.84579 1.89054 -2.25766
H 3.27282 3.60746 0.88047
H 2.76615 4.10286 -0.73695
H 4.25545 3.17440 -0.46079
H 2.84890 -1.43039 -1.09552
H 4.15983 -1.41657 -0.18397
C -1.71329 -1.75016 -3.76312
C -1.01843 -0.55318 -4.41825
C -2.09318 0.55184 -4.67050
O -1.60484 1.75838 -5.26548
C -2.17556 2.85412 -4.54351
N -0.04628 -0.08274 -3.55439
H -2.48081 -2.21885 -4.37903
H -2.10457 -1.63392 -2.75243
H -0.94347 -2.51515 -3.66174
H -0.61175 -0.84231 -5.38733
H -2.50842 0.83504 -3.70331
H -2.92155 0.15466 -5.25715
H -2.08334 2.74782 -3.46263
H -3.23622 2.95426 -4.77392
H -1.74737 3.78991 -4.90275
H -0.38875 0.35604 -2.71160
H 0.40652 0.68128 -4.03537
C -1.98436 -5.19341 1.05122
C -1.96916 -5.54573 2.51509
C -1.36154 -4.66639 3.54265
O -1.57206 -5.03844 4.83791
C -0.71552 -6.01525 5.33414
N -3.32433 -5.72410 3.00314
H -1.06602 -5.41737 0.50845
H -2.46751 -4.23056 0.88513
H -2.75931 -5.78646 0.56559
H -1.36247 -6.44552 2.61706
H -1.90762 -3.72328 3.52134
H -0.38298 -4.41761 3.13200
H -0.77300 -6.02905 6.42254
H 0.35589 -5.87494 5.19097
H -1.10790 -6.97917 5.01012
H -3.16384 -5.50047 3.97491
H -3.91885 -4.96517 2.70203
C 0.45091 7.81036 -0.88352
C 1.02292 6.48149 -1.33190
C -0.03462 5.66910 -2.26130
O -1.12824 5.13021 -1.53393
C -0.78949 4.01077 -0.76916
N 2.27984 6.68511 -2.06655
H 1.12906 8.56274 -0.48085
H -0.43294 7.57750 -0.28965
H 0.22665 8.37086 -1.79107
H 1.13144 5.95479 -0.38379
H 0.55227 4.86253 -2.70073
H -0.44652 6.31969 -3.03278
H -0.03383 3.38899 -1.24924
H -1.69487 3.43908 -0.56528
H -0.33836 4.28518 0.18439
H 2.77321 5.89790 -2.46277
H 2.04175 7.28688 -2.84198
C 1.68508 -4.02324 -1.62861
C 2.35887 -4.37304 -2.92870
C 3.00406 -5.82584 -2.83500
O 4.14760 -5.93404 -1.98111
C 4.61990 -7.24731 -2.00173
N 1.30383 -4.29627 -3.90822
H 1.05929 -4.82514 -1.23690
H 1.05986 -3.13237 -1.68821
H 2.53643 -3.85956 -0.96791
H 3.17148 -3.66440 -3.08866
H 3.27135 -6.19922 -3.82356
H 2.25754 -6.58075 -2.58822
H 5.53647 -7.37260 -1.42526
H 5.07773 -7.45205 -2.96950
H 3.91321 -8.01970 -1.69824
H 0.83921 -3.44964 -3.61249
H 1.63418 -4.14864 -4.85118
*
```